No. 1
The following is a DFT calculation (wB97M-V/def2-TZVPD) of 2 unconnected molecules or ions with the total composition CH3O2S2.

Positions of all 8 atoms, in Å:
S  0.58  -2.86  0.55
S  0.24  3.68  -0.14
O  -0.19  -3.94  -0.09
O  -0.31  -1.34  0.54
C  -0.07  2.19  -0.62
H  0.77  1.47  -0.70
H  -1.04  1.69  -0.80
H  0.01  -0.90  1.25

Values from the calculation:
2S+1 = 3
HOMO (spin up / spin down) = -0.0138 / -0.0867 Eh
DFT total energy = -986.66957 Eh
energy above the lowest of the compared OMol25 structures with the same formula, charge and spin = 151.1 kJ/mol
Kohn-Sham gap (spin up / spin down) = 3.2007 / 3.6508 eV
net charge = -1



No. 2
The following is a DFT calculation (wB97M-V/def2-TZVPD) of 2 unconnected molecules or ions with the total composition CH3O3.

Positions of all 7 atoms, in Å:
O  0.41  0.30  0.41
O  -1.99  -1.55  0.38
O  2.07  0.70  -0.99
C  1.25  1.08  -0.11
H  -1.20  -1.06  0.67
H  1.42  2.14  0.23
H  -1.96  -1.60  -0.58

Values from the calculation:
2S+1 = 1
HOMO = -0.1453 Eh
DFT total energy = -265.68348 Eh
energy above the lowest of the compared OMol25 structures with the same formula, charge and spin = 37.7 kJ/mol
Kohn-Sham gap = 8.3530 eV
net charge = -1